{
  "formula": "C3H11N3O2",
  "method": "the ωB97M-V functional and the def2-TZVPD basis",
  "total_energy_ha": -435.36243,
  "lumo_energy_ev": -4.03,
  "homo_lumo_gap_ev": 4.25,
  "relative_energy_ev": 8.922,
  "homo_ev": -8.27,
  "mol_weight_g_mol": 121.14,
  "species": ["O", "C", "N", "C", "N", "C", "N", "H", "H", "H", "H", "H", "H", "H", "H", "H", "H", "H", "O"],
  "positions_angstrom": [[1.444, -0.209, -2.370], [0.762, -0.280, 1.180], [-0.090, -0.194, -0.010], [-1.082, 0.830, 0.158], [-2.286, 0.773, -0.628], [2.127, -0.222, 1.140], [2.788, 0.363, 0.030], [0.324, -0.359, -0.939], [-1.342, 0.769, 1.309], [-0.675, 1.822, 0.033], [-2.810, -0.172, -0.269], [-2.854, 1.505, -0.183], [0.227, -0.436, 2.207], [2.676, -0.557, 2.051], [2.272, 0.253, -0.881], [3.811, 0.630, 0.159], [-3.388, -1.940, 0.773], [0.809, 0.122, -2.996], [-3.041, -1.066, 0.885]],
  "forces_ev_per_angstrom": [[-0.0841, -0.1036, 2.1468], [-4.0767, -1.1390, -1.2368], [1.5011, 1.7645, 4.2021], [-2.1212, -1.5508, 1.3404], [0.6144, -0.4305, 1.2799], [2.6786, 1.5371, -2.4364], [0.0092, -1.9088, 3.6846], [0.7999, -0.3244, -1.4680], [0.2751, 0.2304, -1.5317], [0.8290, 0.4052, -0.1434], [0.3487, -0.0886, 0.1868], [0.0245, -0.1211, -0.6120], [0.9346, 0.3112, -2.3268], [-0.2041, 0.8671, -0.8537], [0.4007, 0.5678, -0.7422], [-2.1375, -0.8530, -0.6653], [-0.3083, -0.7834, -0.3915], [-0.1966, 0.3061, -0.4729], [0.7127, 1.3138, 0.0402]],
  "nbo_charge": [-1.142, -0.079, -0.367, -0.097, -0.725, 0.079, -0.709, 0.467, 0.248, 0.260, 0.432, 0.358, 0.257, 0.231, 0.486, 0.422, 0.443, 0.446, -1.010]
}

=====

{
  "formula": "C3H11N3O2",
  "method": "the ωB97M-V functional and the def2-TZVPD basis",
  "total_energy_ha": -435.67378,
  "lumo_energy_ev": 0.52,
  "homo_lumo_gap_ev": 9.77,
  "smiles": "NCNC(=O)CN.O",
  "relative_energy_ev": 0.450,
  "homo_ev": -9.25,
  "mol_weight_g_mol": 121.14,
  "species": ["N", "C", "N", "C", "O", "C", "N", "H", "H", "H", "H", "H", "H", "H", "H", "H", "O", "H", "H"],
  "positions_angstrom": [[-1.366, -0.478, 2.206], [-0.218, 0.389, 2.127], [0.563, 0.278, 0.884], [0.108, 0.905, -0.244], [-0.999, 1.406, -0.290], [1.030, 0.890, -1.454], [0.339, 0.587, -2.703], [-1.118, -1.458, 2.169], [-2.037, -0.258, 1.476], [0.453, 0.156, 2.952], [-0.573, 1.415, 2.187], [1.542, 0.047, 0.925], [1.840, 0.171, -1.328], [1.468, 1.888, -1.527], [-0.472, 1.194, -2.768], [-0.033, -0.359, -2.632], [-0.317, -2.117, -0.991], [-0.124, -1.622, -0.183], [-0.086, -3.032, -0.807]],
  "forces_ev_per_angstrom": [[-0.0485, 0.1702, -0.0477], [-0.0888, -0.2468, -0.2355], [0.0022, 0.0219, 0.0369], [0.0566, -0.1279, -0.0886], [-0.0977, 0.0324, 0.0472], [-0.1243, -0.0424, -0.2792], [-0.0709, -0.1088, 0.2414], [-0.0348, 0.0047, -0.0508], [0.1388, -0.0875, 0.0903], [0.0314, 0.1531, 0.0315], [0.0441, 0.0427, 0.1917], [-0.0285, -0.0223, 0.0528], [0.0353, 0.0410, 0.0990], [0.0931, 0.0219, 0.0115], [0.0073, 0.0408, -0.0416], [0.0770, 0.0993, -0.0623], [0.0058, 0.0566, -0.0314], [-0.0091, -0.0535, 0.0135], [0.0110, 0.0046, 0.0210]],
  "nbo_charge": [-0.832, -0.062, -0.667, 0.656, -0.628, -0.315, -0.813, 0.351, 0.381, 0.188, 0.205, 0.398, 0.194, 0.213, 0.365, 0.372, -0.957, 0.478, 0.473]
}

=====

{
  "formula": "C3H11N3O2",
  "method": "the ωB97M-V functional and the def2-TZVPD basis",
  "total_energy_ha": -435.62126,
  "lumo_energy_ev": 0.80,
  "homo_lumo_gap_ev": 9.83,
  "smiles": "NCCNC(N)=O.O",
  "relative_energy_ev": 1.879,
  "homo_ev": -9.03,
  "mol_weight_g_mol": 121.14,
  "species": ["N", "C", "C", "N", "C", "N", "O", "H", "H", "H", "H", "H", "H", "H", "H", "H", "O", "H", "H"],
  "positions_angstrom": [[0.862, -1.292, -1.478], [-0.206, -1.238, -0.497], [-1.045, 0.054, -0.704], [-0.659, 1.226, 0.181], [-0.658, 1.142, 1.586], [-1.721, 0.452, 2.095], [0.200, 1.519, 2.331], [1.327, -2.092, -1.583], [0.825, -0.694, -2.353], [0.113, -1.161, 0.559], [-0.992, -2.086, -0.528], [-0.834, 0.358, -1.760], [-2.036, -0.217, -0.560], [0.110, 1.820, -0.288], [-1.832, 0.019, 3.031], [-2.482, -0.045, 1.604], [2.918, 0.762, -0.941], [3.082, 1.537, -0.218], [3.028, -0.064, -0.479]],
  "forces_ev_per_angstrom": [[-2.0800, 4.3782, -0.3022], [-1.5121, 0.1735, -0.0443], [2.8719, 0.9976, 0.0101], [1.1325, 0.5295, -1.7473], [-0.2622, -1.7133, -1.0618], [-3.1853, -2.4284, 0.8675], [1.1339, 1.2843, 0.2819], [2.0176, -3.7595, -0.5730], [-0.1982, -1.2703, 1.9452], [0.4489, -0.4409, -0.4727], [1.4004, 0.7891, -0.2271], [-0.7262, 0.1018, 0.8898], [-2.0150, 0.0284, 0.0797], [-1.5770, -1.4922, 1.7255], [1.5022, 1.3792, -0.6455], [1.0770, 1.1733, -0.7283], [0.6173, 3.7146, 2.1044], [-0.5153, -3.1028, -2.5219], [-0.1305, -0.3421, 0.4200]],
  "nbo_charge": [-0.861, -0.225, -0.199, -0.673, 0.782, -0.872, -0.626, 0.361, 0.379, 0.190, 0.158, 0.201, 0.185, 0.413, 0.407, 0.383, -0.954, 0.475, 0.478]
}

=====

{
  "formula": "C3H11N3S",
  "method": "the ωB97M-V functional and the def2-TZVPD basis",
  "charge": 2,
  "total_energy_ha": -682.68942,
  "lumo_energy_ev": -7.73,
  "homo_lumo_gap_ev": 7.83,
  "relative_energy_ev": 0.159,
  "homo_ev": -15.57,
  "mol_weight_g_mol": 121.21,
  "species": ["C", "C", "C", "N", "N", "N", "S", "H", "H", "H", "H", "H", "H", "H", "H", "H", "H", "H"],
  "positions_angstrom": [[9.516, 0.442, 0.279], [-2.326, -1.492, 1.032], [-2.468, -1.281, -1.405], [8.939, 1.562, 0.606], [0.081, 0.664, 1.186], [-1.973, -1.745, -0.310], [10.144, -0.824, -0.188], [-1.732, -0.553, 1.318], [-3.356, -1.138, 0.997], [-1.930, -2.070, 1.897], [-1.972, -1.605, -2.399], [-1.350, -2.476, -0.503], [-3.346, -0.679, -1.368], [8.319, 1.911, -0.151], [8.996, 2.114, 1.464], [0.429, 0.392, 2.081], [0.548, 0.072, 0.533], [0.419, 1.675, 0.969]],
  "forces_ev_per_angstrom": [[-0.6231, 1.8802, 1.0458], [0.4673, 3.3760, 2.0818], [1.2268, -1.1921, -0.5138], [-0.3085, -0.9467, -1.6813], [0.1044, 2.6047, -0.8195], [-0.5041, -0.4395, -2.1446], [0.2720, -0.4554, -0.0783], [-0.6937, -0.5455, -0.7129], [-0.1347, -0.5530, 0.8222], [-0.9008, -0.9045, -1.4010], [-1.0895, 0.5798, 1.8351], [1.7531, -1.0765, 0.1318], [-0.3315, 0.7414, -0.1028], [0.4248, 0.0691, 0.8133], [0.3413, -0.5278, -0.0970], [0.3123, 0.1517, 0.7534], [0.5087, -0.3302, -0.6259], [-0.8250, -2.4317, 0.6936]],
  "nbo_charge": [0.164, -0.522, 0.107, -0.757, -1.091, -0.362, 0.639, 0.311, 0.247, 0.285, 0.251, 0.429, 0.231, 0.466, 0.487, 0.372, 0.350, 0.393]
}

=====

{
  "formula": "C3H11N4S",
  "method": "the ωB97M-V functional and the def2-TZVPD basis",
  "charge": 1,
  "total_energy_ha": -737.71632,
  "lumo_energy_ev": -3.41,
  "homo_lumo_gap_ev": 9.16,
  "relative_energy_ev": 0.787,
  "homo_ev": -12.57,
  "mol_weight_g_mol": 135.22,
  "species": ["C", "C", "C", "N", "N", "N", "N", "S", "H", "H", "H", "H", "H", "H", "H", "H", "H", "H", "H"],
  "positions_angstrom": [[1.704, -1.529, 0.310], [-1.478, 1.055, -1.836], [-2.129, -1.047, 0.145], [2.153, 0.556, 1.348], [0.091, 0.373, 0.186], [1.818, 1.797, 1.535], [1.291, -0.103, 0.605], [-0.725, -0.425, -0.966], [1.016, -2.300, 0.771], [2.754, -1.722, 0.617], [1.686, -1.814, -0.810], [-0.617, 1.548, -2.405], [-1.981, 1.722, -1.191], [-2.238, 0.626, -2.585], [-3.067, -1.403, -0.186], [-2.341, -0.213, 0.641], [-1.500, -1.708, 0.806], [0.987, 2.182, 1.147], [2.577, 2.405, 1.870]],
  "forces_ev_per_angstrom": [[0.0880, -1.2457, -0.9678], [0.8224, -1.9485, -2.4887], [3.3052, -2.2775, -1.0104], [-2.5241, -0.9853, -2.5640], [0.6226, 1.4383, 0.8686], [1.3545, 0.6372, 0.9170], [2.3365, -2.0762, 0.5778], [-1.5547, 0.7695, -0.0689], [0.6517, 1.2030, -0.0597], [-0.9062, 0.4946, 0.1492], [-0.1068, 1.1823, 1.5782], [-1.2639, -0.7397, 0.9113], [-0.2686, 0.5768, 1.0828], [1.2074, 0.5684, 1.0294], [-0.4692, -1.0448, -1.1637], [-0.6467, 3.5869, 2.4153], [-1.1815, 0.3238, -0.6684], [-0.6994, 0.1851, -0.4540], [-0.7673, -0.6481, -0.0841]],
  "nbo_charge": [-0.475, -0.726, -0.701, 0.085, -0.744, -0.552, 0.046, 1.009, 0.229, 0.267, 0.239, 0.266, 0.247, 0.256, 0.257, 0.222, 0.240, 0.412, 0.423]
}

=====

{
  "formula": "C3H11N5",
  "method": "the ωB97M-V functional and the def2-TZVPD basis",
  "total_energy_ha": -394.50986,
  "lumo_energy_ev": 0.77,
  "homo_lumo_gap_ev": 9.34,
  "relative_energy_ev": 4.784,
  "homo_ev": -8.58,
  "mol_weight_g_mol": 117.16,
  "species": ["C", "C", "C", "H", "H", "H", "H", "H", "H", "H", "H", "H", "H", "H", "N", "N", "N", "N", "N"],
  "positions_angstrom": [[2.165, -1.065, -0.245], [-0.105, -0.624, -0.162], [0.800, 1.566, 0.701], [2.824, -0.939, 0.653], [2.259, -0.047, -0.805], [2.567, -1.979, -0.818], [-1.267, -2.185, -0.490], [-2.057, -0.605, 1.416], [-3.336, -0.511, 0.137], [-0.012, 1.873, 1.666], [1.743, 0.838, 1.101], [1.232, 2.677, 0.092], [-1.940, 1.069, -0.426], [-1.003, 1.333, -1.827], [0.814, -1.493, 0.012], [-1.326, -1.139, -0.388], [-2.391, -0.960, 0.541], [0.097, 0.754, -0.338], [-1.063, 1.437, -0.820]],
  "forces_ev_per_angstrom": [[1.4928, -0.3458, -1.0178], [2.1661, 0.1608, 0.5429], [0.8631, 0.7622, 0.7173], [-0.7124, -0.3255, -0.4153], [-0.1579, -1.9238, 0.4619], [0.0937, 1.8011, 0.5372], [0.5042, 1.7499, -0.0419], [-0.2842, 0.3921, 0.3486], [3.2895, -0.9856, 1.2444], [2.5844, -0.8054, -2.8313], [-2.7293, 2.5888, -0.8792], [-1.3531, -3.6543, 2.2210], [0.7353, 0.1196, -0.4473], [-0.6638, 0.0363, 0.1457], [0.4148, 0.8260, 0.2906], [-3.2184, -2.9358, -0.5472], [-2.5442, 1.1527, -1.3297], [-1.0569, 0.9396, 1.1447], [0.5763, 0.4472, -0.1444]],
  "nbo_charge": [-0.463, 0.514, -0.442, 0.193, 0.187, 0.211, 0.394, 0.360, 0.365, 0.195, 0.232, 0.232, 0.352, 0.363, -0.515, -0.474, -0.697, -0.340, -0.668]
}